A cluster of 2 separate species, C5H10SSi in total. Source: the OMol25 dataset; level of theory: ωB97M-V with the def2-TZVPD basis set.

Last column: natural (NBO) charge in e.
CARTESIAN COORDINATES (ANGSTROEM)
H -1.965 0.284 -0.855  0.254
C -3.818 -0.231 0.064  -0.138
H 2.815 -1.073 1.455  0.244
H 2.816 -2.149 0.052  0.236
H -5.293 0.175 1.771  0.248
Si 1.113 -0.559 -0.402  1.194
C -4.617 -0.027 0.959  -0.057
H 0.988 -0.870 -1.806  -0.180
C 0.880 1.243 0.297  -1.088
H 0.201 1.217 1.179  0.251
S -0.494 -1.794 0.377  -0.576
H 1.878 1.644 0.570  0.234
H 3.493 -0.474 -0.156  0.224
H 0.408 1.896 -0.440  0.225
H -3.134 -0.771 -1.859  0.238
C -2.897 -0.298 -0.870  -0.235
C 2.706 -1.154 0.415  -1.073

The energy above the lowest of the compared OMol25 structures with the same formula, charge and spin is 282.47 kJ/mol. The total charge is 0. The calculation puts the gap between HOMO and LUMO (spin up / spin down) at 5.4 / 5.4 eV. The value obtained for the HOMO energy (spin up / spin down) is -8.0 / -8.0 eV. Its largest force on an atom is 5.326 eV Å⁻¹.